(1)
Here is a single C21H32O2 molecule from the OMol25 dataset. Energies are from ωB97M-V/def2-TZVPD.

Results
**Lowest unoccupied orbital energy**: 0.0305 Ha
**E_HOMO**: -8.9453 eV
**SMILES**: CC/C=C\C/C=C\C/C=C\C/C=C\C/C=C\CCCC(=O)OC
**ΔE to the lowest compared entry with this formula, charge and spin**: 1.5 kJ/mol

```
55
Properties=species:S:1:pos:R:3:nbo_charge:R:1
O -0.292 -2.981 1.499 -0.60
O -0.468 -0.774 1.162 -0.53
C 2.869 2.535 -0.370 -0.16
C 4.226 -0.122 0.606 -0.17
C 2.769 -0.963 -1.180 -0.18
C -0.509 -2.127 -0.756 -0.52
C 2.302 -2.054 -1.768 -0.18
C -1.845 3.109 -0.679 -0.17
C -0.406 -0.550 2.564 -0.27
C 3.459 2.244 0.981 -0.50
C -4.491 0.817 -0.021 -0.17
C -4.372 -1.660 0.225 -0.60
C 4.486 1.145 0.893 -0.17
C -2.374 1.755 -1.055 -0.50
C -3.849 1.676 -0.797 -0.18
C -3.908 -0.309 0.773 -0.44
C 1.585 2.599 -0.687 -0.19
C 0.211 -3.351 -1.319 -0.38
C -0.399 -2.051 0.748 0.81
C 2.876 -0.692 0.293 -0.50
C 0.412 2.421 0.236 -0.50
C -0.676 3.388 -0.122 -0.17
C 1.728 -3.268 -1.106 -0.45
H 3.125 -0.146 -1.796 0.21
H -2.821 -0.267 0.764 0.20
H 2.678 1.964 1.689 0.21
H -0.106 -1.208 -1.183 0.24
H 2.282 -2.090 -2.851 0.20
H -5.570 0.894 0.051 0.19
H 2.725 -1.609 0.866 0.22
H -4.424 2.434 -1.316 0.19
H -0.169 -4.245 -0.823 0.22
H 2.098 0.022 0.568 0.22
H -1.574 -2.178 -0.996 0.24
H -0.431 4.423 0.082 0.20
H 0.715 2.598 1.270 0.21
H 5.041 -0.832 0.553 0.20
H -5.455 -1.747 0.291 0.21
H 1.311 2.796 -1.716 0.20
H -4.240 -0.217 1.812 0.21
H 1.932 -3.271 -0.036 0.21
H 3.943 3.151 1.356 0.22
H -2.519 3.927 -0.904 0.20
H 3.608 2.691 -1.146 0.20
H 0.624 -0.654 2.914 0.19
H -1.837 0.967 -0.530 0.22
H 0.052 1.392 0.156 0.23
H -1.033 -1.273 3.089 0.20
H 5.511 1.441 1.070 0.20
H -4.088 -1.761 -0.821 0.20
H -2.208 1.611 -2.130 0.22
H -0.764 0.463 2.731 0.20
H -3.925 -2.476 0.789 0.21
H 2.187 -4.161 -1.538 0.22
H -0.005 -3.427 -2.387 0.20
```

=====

(2)
Here is 7 unconnected molecules or ions with the total composition C21H32O21 in a non-equilibrium geometry from the OMol25 dataset. Energies are from ωB97M-V/def2-TZVPD.

Results
**Lowest unoccupied orbital energy**: -0.0123 Ha
**E_HOMO**: -10.3421 eV
**SMILES**: COC(=O)OC.COC(=O)OC.O=C1OCCO1.O=C1OCCO1.O=C1OCCO1.O=C1OCCO1.O=C1OCCO1
**ΔE to the lowest compared entry with this formula, charge and spin**: 421.9 kJ/mol

```
74
Properties=species:S:1:pos:R:3:mulliken_charge:R:1
O -0.870 -0.350 -0.587 -0.19
O 2.632 4.170 -1.332 -0.38
O -2.279 -0.029 6.195 -0.39
O 3.395 3.696 -3.311 -0.52
O 6.037 -3.935 0.829 -0.38
O -0.812 -0.179 1.763 -0.46
O -4.053 1.312 7.048 -0.53
O 0.956 3.160 2.734 -0.61
O 5.438 -1.719 0.395 -0.57
O -4.103 0.353 5.005 -0.35
O -1.037 -1.660 -3.549 -0.23
O 4.377 -3.509 -0.380 -0.31
O -1.919 -3.729 -3.952 -0.35
O -1.323 3.368 2.756 -0.29
O -4.048 2.965 -5.389 -0.30
O 3.662 2.252 -1.355 -0.38
O -2.783 1.945 -6.953 -0.39
O -3.034 -1.762 -4.549 -0.53
O 0.720 -1.205 0.437 -0.20
O -0.434 2.374 4.353 -0.27
O -3.444 4.168 -7.142 -0.59
C -2.104 0.322 -0.953 -0.32
C -3.741 1.634 -4.933 -0.11
C -0.087 -2.625 -3.067 -0.12
C 3.258 3.397 -2.177 0.67
C 3.004 2.285 -0.113 0.29
C 1.485 -1.641 1.536 -0.47
C -0.355 -0.536 0.646 0.63
C 4.133 -4.866 0.044 -0.26
C -0.168 2.940 3.224 0.90
C -3.454 3.121 -6.481 0.59
C -0.819 -3.984 -3.020 -0.40
C -1.390 3.885 1.523 -0.61
C -3.073 0.864 -6.046 -0.03
C 5.345 -2.942 0.269 0.77
C 0.553 1.653 5.156 -0.65
C -3.260 -0.433 4.258 -0.19
C -2.066 -0.730 5.060 0.50
C -2.095 -2.319 -4.001 0.64
C -3.573 0.574 6.210 0.64
C 5.517 -5.246 0.581 -0.29
C 2.768 3.809 -0.006 -0.12
H 1.529 2.137 5.144 0.36
H -1.997 -1.774 5.365 0.34
H -2.098 0.401 -5.899 0.16
H 2.242 -0.859 1.576 0.32
H -1.190 -0.418 4.492 -0.47
H 0.655 0.683 4.669 0.17
H 5.475 -5.873 1.472 0.27
H 3.305 -5.006 0.739 0.25
H 3.636 4.333 0.394 0.24
H 3.943 -5.430 -0.869 0.29
H -2.024 1.367 -0.656 0.14
H -3.045 1.612 -4.094 0.12
H -2.385 3.811 1.084 0.26
H -3.689 0.149 -6.591 0.22
H -2.988 -0.107 -0.482 0.40
H 2.081 -2.518 1.283 -0.03
H 0.361 -2.425 -2.094 0.14
H 0.627 -2.863 -3.855 0.29
H 3.756 2.112 0.658 0.24
H -0.658 3.469 0.832 0.14
H -3.737 -1.334 3.871 0.27
H 6.176 -5.828 -0.064 0.24
H 2.211 1.573 0.115 -0.20
H -1.261 -4.153 -2.038 0.25
H -4.701 1.188 -4.673 0.32
H -1.125 4.942 1.513 0.33
H 1.849 4.132 0.484 0.12
H -2.144 0.421 -2.038 -0.06
H -0.210 -4.822 -3.357 0.33
H 0.223 1.573 6.192 0.23
H 1.176 -1.652 2.581 0.30
H -2.951 0.306 3.519 0.17
```

=====

(3)
Here is a molecular structure, C21H33AlBeBrCaCsF5GaNO4 in a non-equilibrium geometry from the OMol25 dataset. Energies are from ωB97M-V/def2-TZVPD.

Results
**Lowest unoccupied orbital energy**: -0.2199 Ha
**E_HOMO**: -6.8774 eV
**Net charge**: +1

```
70
Properties=species:S:1:pos:R:3:mulliken_charge:R:1
Cs 9.008 -6.158 2.640 1.02
Br -4.892 1.684 -5.542 -0.15
Ga -4.118 1.998 -2.336 0.13
Ca 2.465 -7.426 4.999 0.68
Al 3.986 -4.747 2.344 0.58
F 3.428 -5.882 3.599 -0.25
F 3.872 -3.106 2.954 -0.38
F 5.669 -5.108 1.933 -0.40
F 2.984 -4.923 0.918 -0.40
F -5.166 -0.071 -4.686 -0.21
O 7.214 -2.913 3.427 -0.56
O -8.687 -0.298 -2.115 -0.76
O -0.673 1.601 0.299 -0.57
O 0.319 -3.330 1.958 -0.53
N -5.438 7.355 -1.776 -0.52
C 8.125 -6.885 7.351 -0.37
C -2.827 2.202 -3.992 -0.59
C 7.077 -6.439 6.552 -0.72
C -6.084 1.643 -3.054 -1.03
C 8.172 -7.351 4.610 -0.64
C -3.532 9.973 -3.094 -0.44
C 9.193 -7.570 6.780 -0.55
C 9.219 -7.801 5.410 -0.12
C -1.281 0.179 -3.122 -0.71
C -1.517 -0.546 0.748 -0.12
C 0.091 -2.200 1.578 0.39
C -3.607 8.467 -3.361 -0.24
C 0.916 0.056 1.090 -0.45
C 1.165 -1.185 1.509 -0.27
C 7.099 -6.672 5.182 0.17
C -0.444 0.469 0.679 0.33
C -4.634 7.842 -2.473 0.29
C -4.850 10.691 -3.366 -1.13
C -1.351 1.654 -3.710 -0.47
C -1.268 -1.786 1.167 -0.40
C -6.060 0.073 -3.440 0.23
Be -4.361 4.905 -1.701 0.28
H -0.789 1.683 -4.693 0.33
H -7.119 -0.302 -3.601 -0.04
H -4.036 3.323 -1.404 0.12
H 2.154 -1.506 1.814 0.45
H -2.639 8.000 -3.165 0.31
H 6.243 -5.909 6.998 0.43
H -6.847 1.834 -2.239 0.45
H -3.872 8.274 -4.403 0.30
H -1.165 -0.626 -3.919 0.34
H -2.753 10.407 -3.726 0.31
H -5.646 10.335 -2.707 0.36
H -4.741 11.763 -3.191 0.32
H 8.193 -7.527 3.541 -0.12
H -3.238 10.151 -2.055 0.30
H -0.338 0.105 -2.484 0.18
H -2.722 3.336 -4.175 0.44
H -6.218 2.294 -3.938 0.49
H -2.041 -2.542 1.225 0.43
H -8.972 -0.670 -2.955 0.23
H 8.109 -6.699 8.418 0.39
H 1.688 0.812 1.032 0.42
H -2.153 -0.114 -2.470 0.11
H -2.506 -0.226 0.443 0.38
H -5.578 -0.421 -2.538 0.27
H 6.280 -6.325 4.557 0.67
H -5.169 10.546 -4.401 0.31
H 7.717 -3.287 4.160 0.29
H 10.055 -8.333 4.964 0.40
H 6.856 -3.684 2.965 0.27
H -3.787 0.730 -1.423 -0.18
H -0.886 2.342 -2.935 0.22
H 10.006 -7.923 7.404 0.40
H -3.266 1.780 -5.024 0.33
```

=====

(4)
Here is a gas-phase ion, C21H33BBrFN2O7PS (charge +1) in a non-equilibrium geometry from the OMol25 dataset. Energies are from ωB97M-V/def2-TZVPD.

Results
**Lowest unoccupied orbital energy**: -0.1605 Ha
**E_HOMO**: -11.6633 eV
**Net charge**: +1
**ΔE to the lowest compared entry with this formula, charge and spin**: 0.0 kJ/mol

```
68
Properties=species:S:1:pos:R:3:nbo_charge:R:1
Br 3.791 1.414 -4.598 0.07
S 1.018 1.813 -1.868 0.38
P 3.367 -0.001 -0.034 2.16
F 2.133 -2.932 -1.697 -0.32
O 0.897 -1.399 0.171 -0.56
O 1.271 1.996 3.307 -0.92
O -0.515 0.586 2.677 -0.90
O 3.977 1.179 -0.949 -0.94
O 3.473 0.445 1.501 -0.98
O -0.669 -2.497 2.369 -0.56
O 2.503 -0.754 -5.753 -0.46
N 1.438 -0.687 -1.925 -0.42
N 4.286 -1.231 -0.245 -1.30
C 1.480 -1.937 1.366 -0.13
C -0.939 0.491 -0.493 -0.51
C -3.709 3.687 0.443 0.01
C 0.113 -2.561 -2.876 -0.45
C 0.560 0.841 -0.313 -0.01
C -1.907 1.641 -0.230 0.01
C 2.377 0.145 -4.967 0.49
C 0.527 -3.032 1.831 -0.08
C 1.192 0.309 -2.724 0.30
C 1.034 0.330 -4.209 -0.61
C -1.977 2.808 -0.951 -0.18
C -1.933 -1.700 4.231 -0.63
C -2.856 3.806 -0.621 -0.24
C -0.633 -2.409 3.792 -0.08
C 1.573 -0.343 -0.481 0.14
C -4.672 4.762 0.886 -0.64
C -3.675 2.501 1.146 -0.21
C -0.050 -4.058 -2.515 -0.60
C -2.798 1.510 0.815 -0.21
C 1.549 -2.034 -2.535 0.37
C 0.849 1.878 0.789 -0.87
B 0.482 1.448 2.295 1.19
H 0.311 -3.681 0.977 0.20
H -0.974 -4.383 -2.998 0.23
H -0.595 -1.984 -2.279 0.22
H 2.144 -2.026 -3.449 0.21
H 0.791 -4.650 -2.868 0.23
H 0.849 2.828 3.567 0.50
H -2.657 -2.401 4.647 0.22
H 3.757 -2.028 -0.590 0.39
H 1.589 -1.216 2.184 0.20
H -4.658 4.774 1.981 0.22
H 0.300 2.807 0.592 0.28
H 3.914 1.994 -0.419 0.50
H -1.732 -0.937 4.984 0.22
H 4.409 0.336 1.743 0.54
H 1.051 -3.595 2.613 0.19
H -2.803 0.593 1.394 0.21
H -4.337 2.317 1.985 0.22
H 0.322 -0.397 -4.599 0.29
H -0.474 -0.209 2.119 0.50
H 0.654 1.317 -4.485 0.29
H -1.250 -0.322 0.168 0.25
H -0.655 -3.406 4.243 0.19
H -1.155 0.124 -1.503 0.22
H -0.218 -4.168 -1.444 0.22
H -4.304 5.743 0.581 0.22
H 1.900 2.179 0.818 0.24
H -0.088 -2.492 -3.946 0.22
H -1.338 2.976 -1.810 0.20
H -5.705 4.580 0.592 0.23
H -2.870 4.730 -1.190 0.22
H 2.454 -2.413 1.222 0.22
H -2.396 -1.197 3.380 0.22
H 0.207 -1.807 4.156 0.17
```

=====

(5)
Here is a single C21H33IN2O2 molecule in a non-equilibrium geometry from the OMol25 dataset. Energies are from ωB97M-V/def2-TZVPD.

Results
**Lowest unoccupied orbital energy**: 0.0124 Ha
**E_HOMO**: -9.4256 eV
**SMILES**: C#CC[C@]1([C@H](C)CC)[C@@](CCC(C)C)(C[C@H](C)I)NC(=O)[C@]1(C)OC#N

```
59
Properties=species:S:1:pos:R:3:nbo_charge:R:1
I -2.362 3.799 0.223 0.08
O 2.221 3.476 -1.336 -0.55
O 3.660 1.132 -0.957 -0.49
N 0.330 2.007 -1.076 -0.71
N 5.295 -0.419 0.163 -0.41
C -1.945 -1.100 -0.815 -0.41
C 3.736 -1.978 -2.613 -0.24
C -0.618 1.245 1.040 -0.51
C 2.374 1.145 -0.280 0.19
C -3.440 -1.282 -1.415 -0.20
C 1.371 -0.100 -0.411 -0.06
C 1.420 -0.601 -1.938 -0.49
C 1.692 2.434 -1.006 0.70
C 0.169 -1.885 2.657 -0.64
C -1.043 3.001 2.827 -0.64
C 1.516 -1.242 2.055 -0.40
C -3.734 -0.348 -2.668 -0.63
C 2.725 1.749 1.144 -0.67
C 4.604 0.368 -0.340 0.56
C 0.007 0.720 -0.338 0.28
C 2.725 -1.339 -2.358 -0.04
C 1.693 -1.364 0.478 -0.26
C -1.290 0.293 -1.177 -0.48
C -4.574 -1.157 -0.312 -0.63
C 1.034 -2.746 0.058 -0.63
C -0.728 2.811 1.251 -0.30
H -0.203 2.182 -1.929 0.42
H 1.419 -3.511 0.817 0.22
H -0.724 -1.806 1.976 0.21
H 1.877 2.250 1.691 0.22
H 2.363 -1.847 2.526 0.22
H -2.106 1.079 -1.030 0.24
H -5.580 -1.248 -0.845 0.22
H -0.146 0.837 1.984 0.24
H -2.868 -0.286 -3.405 0.21
H 0.212 3.402 1.085 0.23
H -3.495 -2.355 -1.807 0.20
H 4.642 -2.542 -2.941 0.26
H 3.174 1.003 1.881 0.24
H -3.880 0.715 -2.278 0.20
H 2.814 -1.548 0.330 0.25
H -2.002 -1.265 0.300 0.21
H -0.110 2.604 3.358 0.20
H 0.581 -1.331 -2.190 0.25
H -4.507 -2.095 0.336 0.21
H -1.696 0.864 1.072 0.23
H -4.518 -0.227 0.323 0.21
H -1.115 0.289 -2.307 0.22
H 0.425 -2.969 2.904 0.22
H -0.023 -1.402 3.673 0.22
H -1.334 -1.900 -1.352 0.21
H 3.541 2.530 0.987 0.25
H -0.086 -2.800 0.117 0.21
H -4.658 -0.625 -3.251 0.22
H 1.345 -3.145 -0.949 0.23
H -1.946 2.396 3.145 0.22
H 1.593 -0.214 2.498 0.21
H 1.283 0.253 -2.683 0.25
H -1.112 4.093 3.107 0.23
```

=====

(6)
Here is a molecular structure, C21H33MnO11 in a non-equilibrium geometry from the OMol25 dataset. Energies are from ωB97M-V/def2-TZVPD.

Results
**Lowest unoccupied orbital energy (alpha / beta)**: -0.3051 / -0.3030 Ha
**Spin multiplicity**: 6
**E_HOMO (alpha / beta)**: -11.6325 / -11.6325 eV
**Net charge**: +1

```
66
Properties=species:S:1:pos:R:3:lowdin_spin:R:1
Mn 6.360 6.990 -11.603 4.75
O 12.402 1.631 -9.945 0.00
O 5.605 3.678 -6.921 0.00
O 11.743 10.172 -9.102 0.00
O 6.667 0.995 -16.057 0.00
O 6.996 2.314 -17.817 0.00
O 7.156 5.404 -10.592 0.21
O 7.854 0.405 -7.217 0.00
O 11.355 8.302 -7.946 0.00
O 8.101 -0.104 -5.038 0.00
O 7.141 3.480 -5.322 0.00
O 11.237 -0.231 -9.468 0.00
C 11.170 6.900 -8.146 0.00
C 11.738 7.968 -10.243 0.00
C 11.611 8.984 -9.081 0.00
C 5.742 5.901 -7.352 0.00
C 7.105 2.109 -16.645 0.00
C 5.538 0.338 -7.358 0.00
C 7.930 4.235 -10.417 0.02
C 5.879 0.406 -5.888 0.00
C 7.072 5.500 -6.725 0.00
C 7.453 2.314 -14.224 0.00
C 11.889 2.917 -8.120 0.00
C 7.386 0.162 -5.954 0.00
C 6.776 0.620 -8.154 0.00
C 5.148 4.595 -7.892 0.00
C 7.051 0.942 -14.705 0.00
C 11.440 0.939 -9.295 0.00
C 10.818 1.845 -8.269 0.00
C 10.958 6.805 -9.635 0.00
C 7.641 3.052 -15.558 0.00
C 6.650 4.149 -6.195 0.00
C 12.460 2.998 -9.529 0.00
H 5.505 4.340 -8.891 0.00
H 11.381 8.357 -11.194 0.00
H 6.303 0.498 -14.045 0.00
H 11.469 3.880 -7.824 0.00
H 13.505 3.300 -9.556 0.00
H 11.869 3.651 -10.176 0.00
H 5.779 6.557 -8.228 0.00
H 12.642 2.555 -7.423 0.00
H 6.738 2.813 -13.573 0.00
H 10.311 6.532 -7.586 0.00
H 7.833 3.752 -9.441 0.00
H 12.084 6.411 -7.807 0.00
H 5.637 1.406 -5.531 0.00
H 5.090 -0.615 -7.641 0.00
H 6.884 1.664 -8.460 0.00
H 7.148 4.023 -15.506 0.00
H 5.062 6.306 -6.604 0.00
H 4.059 4.601 -7.856 0.00
H 5.323 -0.285 -5.259 0.00
H 11.311 5.809 -9.914 0.00
H 8.658 3.312 -15.860 0.00
H 6.943 -0.005 -9.029 0.00
H 9.891 2.170 -8.756 0.00
H 7.869 5.304 -7.445 0.00
H 10.495 1.352 -7.356 0.00
H 12.777 7.682 -10.409 0.00
H 8.992 4.385 -10.612 0.00
H 9.901 6.792 -9.908 0.00
H 7.871 0.230 -14.579 0.00
H 8.401 2.172 -13.705 0.00
H 4.778 1.104 -7.521 0.00
H 7.499 3.469 -11.067 0.01
H 7.430 6.104 -5.895 0.00
```

=====

(7)
Here is a molecular structure, C21H33N5NiOSe from the OMol25 dataset. Energies are from ωB97M-V/def2-TZVPD.

Results
**Lowest unoccupied orbital energy (alpha / beta)**: -0.2334 / -0.2327 Ha
**E_HOMO (alpha / beta)**: -13.9954 / -14.0196 eV
**Net charge**: +2
**ΔE to the lowest compared entry with this formula, charge and spin**: 5.8 kJ/mol

```
62
Properties=species:S:1:pos:R:3:nbo_charge:R:1
Se 0.066 0.298 0.872 -0.14
Ni 0.563 -1.810 1.711 0.89
O 1.850 -1.204 3.633 -0.77
N 0.007 -0.541 -1.888 -0.37
N 1.418 -3.601 1.599 -0.65
N 1.600 0.902 -1.478 -0.34
N -0.764 -1.652 3.083 -0.51
N 1.898 -2.651 0.633 -0.62
C -0.458 -1.323 4.340 0.22
C 0.489 -0.875 -4.365 -0.23
C 2.420 1.932 -0.832 -0.22
C -3.066 -1.859 3.686 -0.23
C -1.235 -1.310 -1.771 -0.22
C 0.676 -0.332 -3.097 0.16
C 0.591 0.210 -0.938 0.30
C -1.439 -1.259 5.322 -0.22
C -2.754 -1.529 5.000 -0.10
C 1.354 -0.447 -5.350 -0.18
C 1.958 3.333 -1.217 -0.41
C -2.832 0.671 -1.710 -0.40
C 0.594 3.710 -0.642 -0.39
C 0.959 -0.990 4.725 -0.11
C 0.634 4.008 0.852 -0.62
C 2.552 1.026 -3.830 -0.21
C -2.048 -1.906 2.764 0.05
C -3.559 0.396 -0.400 -0.61
C 2.369 0.489 -5.087 -0.18
C 1.681 0.591 -2.836 0.09
C -2.402 -0.599 -2.436 -0.41
H -2.247 -2.138 1.725 0.22
H -2.923 -0.136 0.314 0.18
H 0.997 3.157 1.432 0.19
H -3.867 1.326 0.075 0.23
H -1.156 -0.992 6.332 0.25
H -3.525 -1.480 5.756 0.25
H 2.716 4.034 -0.860 0.23
H -2.136 -0.368 -3.470 0.22
H 0.917 -4.362 1.153 0.41
H -3.235 -1.305 -2.480 0.23
H 3.452 1.763 -1.141 0.22
H -1.964 1.316 -1.534 0.19
H -1.421 -1.467 -0.707 0.22
H 1.289 4.855 1.055 0.22
H 2.355 1.771 0.243 0.23
H 1.944 3.417 -2.306 0.22
H 1.239 -1.615 5.577 0.21
H 0.990 0.054 5.049 0.22
H 2.861 -2.391 0.818 0.42
H 2.148 -3.964 2.203 0.42
H 3.022 0.797 -5.892 0.24
H -1.064 -2.284 -2.239 0.22
H 0.228 4.589 -1.174 0.23
H 3.335 1.745 -3.635 0.24
H 1.805 -2.964 -0.327 0.42
H 1.245 -0.837 -6.352 0.24
H -0.132 2.915 -0.851 0.18
H -0.358 4.260 1.226 0.23
H -4.454 -0.202 -0.574 0.21
H -4.080 -2.072 3.381 0.26
H 2.676 -0.742 3.814 0.51
H -3.489 1.235 -2.374 0.23
H -0.293 -1.591 -4.577 0.24
```